Entry 1:
80
Properties=species:S:1:pos:R:3:forces:R:3:mulliken_charge:R:1 method="wB97M-V/def2-TZVPD" homo_lumo_gap_ev=7.38 e_tot_ev=-254843.138 spin_multiplicity=1 homo_ha=-0.3059
C -2.3747 1.0661 0.7292 0.2 -0.1 0.1 -0.981
C -1.9542 0.4317 -0.6033 0.2 0.5 0.0 0.210
Br -3.1748 -0.9823 -1.1524 -0.1 -0.1 -0.1 -0.150
C -0.4602 0.0079 -0.6765 -0.2 -0.3 0.2 -0.477
Br 0.4142 1.0969 -2.0420 0.2 0.1 0.1 -0.122
C -0.1538 -1.4705 -0.8183 0.2 0.0 -0.1 0.246
C -0.3147 -2.3679 0.1608 0.0 -0.3 0.2 0.392
P -0.9158 -1.9227 1.8260 -0.3 1.1 0.2 0.522
C -2.2847 -3.0762 2.1601 0.0 -0.4 -0.1 -1.195
C 0.4704 -2.4449 2.9242 0.1 -0.1 -0.4 -1.314
C 0.0620 -3.7832 -0.1318 -0.1 0.1 -0.1 0.280
O -0.5446 -4.7239 0.3400 0.2 -0.1 0.2 -0.619
C 1.2458 -3.9954 -1.0114 0.1 0.2 0.2 0.754
B 2.1053 -5.3087 -0.7287 -0.2 -0.3 -0.3 0.890
O 1.7719 -6.4336 -1.4329 0.3 0.2 0.3 -0.684
O 3.1416 -5.3261 0.1548 -0.4 -0.6 0.3 -0.616
C 1.4085 -3.0922 -1.9864 0.3 -0.4 0.6 -0.254
P 2.6969 -3.0994 -3.2567 -0.4 0.5 -1.4 -0.431
P 4.4169 -2.3781 -2.1408 0.3 -0.7 1.0 0.913
O 4.7561 -3.0345 -0.8723 -0.1 0.1 -0.1 -0.593
O 4.0921 -0.8285 -1.9933 0.2 0.2 -0.3 -0.302
O 5.6385 -2.3878 -3.1828 -0.3 0.0 -0.5 -0.528
C 0.3784 -2.0211 -2.1132 -0.2 0.1 -0.1 -0.566
O -0.0400 -1.6755 -3.1870 -0.1 0.1 -0.2 -0.551
H -3.2625 0.5850 1.1272 -0.1 0.1 0.1 0.317
H -2.5448 2.1260 0.5709 -0.2 0.2 0.0 0.086
H -1.5904 0.9786 1.4772 0.0 -0.1 0.0 0.336
H -2.0820 1.1973 -1.3582 -0.1 -0.2 -0.2 0.500
H 0.0188 0.3272 0.2444 0.0 0.1 0.0 0.617
H -1.9675 -4.1100 2.2760 0.0 0.0 0.0 0.285
H -2.8235 -2.7578 3.0503 0.0 0.1 0.1 0.458
H -2.9690 -3.0164 1.3139 0.0 0.0 0.0 0.266
H 0.6487 -1.6270 3.6173 0.0 -0.1 0.2 0.402
H 0.2790 -3.3710 3.4617 0.0 -0.1 0.0 0.341
H 1.3759 -2.5403 2.3228 0.1 -0.1 0.0 0.331
H 0.9078 -6.7827 -1.1454 -0.2 -0.3 -0.3 0.364
H 2.9630 -4.9465 1.0196 0.4 0.6 -0.3 0.304
H 3.0256 -4.4632 -3.3452 0.2 -0.1 0.5 0.074
H 4.8794 -0.3698 -1.6560 -0.2 0.2 0.1 0.262
H 5.5916 -3.1238 -3.8062 0.2 0.0 0.1 0.334
C -2.5584 6.3705 -1.7706 0.0 0.0 -0.1 -1.044
S -3.1483 5.5161 -0.3101 -0.1 0.0 0.2 0.635
O -2.1211 4.4954 0.0415 0.0 -0.1 -0.1 -0.648
C -4.4841 4.6337 -1.1279 0.0 0.0 -0.1 -1.059
H -1.6861 6.9504 -1.4793 0.0 0.0 0.0 0.301
H -2.2861 5.6396 -2.5322 0.0 0.0 0.0 0.395
H -3.3380 7.0401 -2.1322 0.0 0.0 0.0 0.356
H -4.0780 4.0180 -1.9311 0.0 0.0 0.0 0.331
H -5.2035 5.3524 -1.5200 0.0 0.0 0.0 0.414
H -4.9651 4.0013 -0.3845 0.0 0.0 0.0 0.309
C -1.4702 -9.8923 1.1994 0.0 -0.1 0.0 -1.039
S -0.9897 -8.1874 0.9178 -0.1 0.2 0.1 0.615
O -0.2938 -8.1666 -0.3974 0.1 0.1 -0.2 -0.718
C 0.2935 -8.1346 2.1720 0.1 0.0 0.1 -0.921
H -2.2395 -10.1413 0.4720 0.0 0.0 0.0 0.337
H -0.6057 -10.5413 1.0626 0.0 0.0 0.0 0.317
H -1.8718 -9.9894 2.2078 0.0 0.0 0.0 0.376
H 1.0350 -8.9062 1.9669 0.0 0.0 0.0 0.339
H -0.1554 -8.2787 3.1546 0.0 0.0 0.0 0.418
H 0.7603 -7.1531 2.1219 0.0 0.0 0.0 0.203
C 4.1378 3.1750 -2.8146 0.0 0.0 -0.1 -0.692
S 5.2645 2.8856 -1.4474 0.0 -0.1 0.0 0.576
O 4.5465 3.2537 -0.2036 0.0 0.0 0.0 -0.634
C 6.3902 4.2336 -1.8228 0.0 0.1 -0.1 -0.980
H 3.3308 2.4490 -2.7329 0.0 0.0 0.0 0.019
H 3.7375 4.1862 -2.7442 0.0 0.0 0.0 0.370
H 4.6668 3.0326 -3.7570 0.0 0.0 0.0 0.363
H 5.8383 5.1731 -1.8197 0.0 0.0 0.0 0.312
H 6.8531 4.0605 -2.7943 0.0 0.0 0.0 0.328
H 7.1545 4.2494 -1.0492 0.0 0.0 0.0 0.318
C -4.1842 7.7035 3.2957 0.0 0.0 0.1 -0.888
S -4.2551 9.1684 2.2588 0.0 0.0 0.1 0.444
O -3.8438 8.7424 0.8974 0.0 0.0 -0.2 -0.545
C -2.8375 9.9899 2.9944 0.1 0.0 0.1 -0.928
H -4.9697 7.0282 2.9640 0.0 0.0 0.0 0.279
H -3.2122 7.2243 3.1803 0.0 0.0 0.0 0.276
H -4.3562 7.9861 4.3343 0.0 0.0 0.0 0.395
H -1.9608 9.3491 2.9031 0.0 0.0 0.0 0.292
H -3.0485 10.2090 4.0410 0.0 0.0 0.0 0.365
H -2.6768 10.9180 2.4506 0.0 0.0 0.0 0.311

Entry 2:
63
Properties=species:S:1:pos:R:3:forces:R:3:mulliken_charge:R:1 method="wB97M-V/def2-TZVPD" relative_energy_ev=0.000 homo_lumo_gap_ev="4.51 / 4.30" e_tot_ev=-46414.696 spin_multiplicity=1 homo_ha="-0.1470 / -0.1486"
P -0.2463 -1.5200 -5.3329 -0.3 1.9 -0.6 1.634
P 0.1129 1.8082 -5.4007 0.0 -0.7 0.1 1.865
C -0.4148 -0.5450 -6.8909 0.1 -0.4 -0.6 -1.497
C 0.3364 0.7787 -6.9075 0.2 0.6 -0.1 -1.292
H -1.4833 -0.3861 -7.0829 0.1 0.0 0.0 0.385
H -0.0115 -1.2032 -7.6702 -0.3 0.2 -0.4 0.600
H 1.4197 0.6521 -7.0603 -0.3 -0.1 0.0 0.439
H -0.0440 1.4558 -7.6879 0.3 -0.4 -0.3 0.612
C -1.4930 2.5155 -5.8581 0.0 0.5 -0.4 -1.637
H -1.8203 3.2434 -5.1160 -0.1 0.0 0.0 0.333
H -2.2686 1.7582 -5.9882 0.1 0.0 0.1 0.425
H -1.2973 3.0051 -6.8088 -0.5 0.3 -0.3 0.589
C 1.2342 3.1418 -5.7848 0.0 0.8 -0.7 -1.514
H 0.8111 3.6062 -6.6830 0.5 0.4 -0.1 0.462
H 2.2380 2.7629 -5.9977 -0.1 0.1 0.1 0.421
H 1.2692 3.8672 -4.9685 0.1 0.0 -0.1 0.358
C -1.1825 -2.9470 -5.8664 -0.1 -0.7 -0.6 -1.449
H -1.1618 -3.7335 -5.1124 -0.1 0.0 0.0 0.395
H -0.7000 -3.3022 -6.7841 -0.4 -0.3 0.0 0.460
H -2.2190 -2.6648 -6.0810 0.2 -0.1 0.1 0.352
C 1.4429 -2.0823 -5.6973 0.1 -0.5 -0.3 -1.930
H 2.1608 -1.2632 -5.7976 -0.2 -0.1 0.1 0.359
H 1.3541 -2.5881 -6.6641 0.4 -0.1 0.0 0.578
H 1.7911 -2.7943 -4.9528 0.1 0.0 0.1 0.339
Mg -0.4922 -1.1491 -0.5163 -0.4 0.1 -1.6 0.196
C 0.5831 2.0811 -1.9959 -0.5 -1.0 1.3 -0.568
C -0.7328 1.7661 -1.9225 0.1 0.3 -0.2 -0.527
C -1.5573 0.9963 -2.9121 -1.2 -1.3 -1.0 1.113
C -1.8618 -0.5448 -2.9080 -0.6 -0.1 0.2 -1.093
C -0.7402 -1.5661 -2.8500 -0.5 -1.0 1.1 -0.529
C 0.6649 -1.2941 -2.6378 0.1 -0.9 1.8 -1.323
C 1.2751 -0.0732 -3.2276 0.3 0.5 -0.2 2.137
C 1.7037 1.1495 -2.3679 0.4 0.1 -1.7 -0.992
C 0.7427 -2.2063 1.5113 0.1 -0.3 0.9 -0.763
H 0.8798 3.0067 -1.5078 0.1 -0.2 0.4 0.444
H -1.3732 2.3360 -1.2491 0.3 0.5 -0.3 0.341
H -1.1843 1.2153 -3.9394 -0.2 -0.3 1.3 -1.685
H -2.5771 1.4455 -2.9021 0.6 -0.2 0.2 0.670
H -2.6033 -0.7403 -2.0948 0.4 0.1 -0.3 0.477
H -2.4502 -0.7505 -3.8374 0.3 0.3 0.3 0.602
H -1.0673 -2.6452 -2.9226 0.3 1.3 0.2 0.241
H 1.2705 -2.2163 -2.7357 -0.3 0.5 0.2 0.341
H 0.5170 0.3063 -3.9473 1.1 -0.3 0.7 -2.803
H 2.1619 -0.3495 -3.8393 -0.3 0.1 0.4 0.424
H 2.3103 0.8385 -1.4837 -0.6 0.3 -0.3 0.294
H 2.3982 1.7265 -3.0230 -0.1 -0.2 0.5 0.458
H 1.7125 -2.1296 2.0108 -0.1 0.2 -0.2 0.320
H 0.9136 -2.6902 0.5463 0.0 0.2 -0.1 0.354
H 0.1158 -2.8960 2.1097 0.0 0.6 -0.4 0.251
C -0.8366 1.1367 2.0991 -0.3 0.2 0.0 -1.549
C -0.0128 -0.0725 2.5255 0.3 0.1 -0.1 1.676
C 1.3692 0.3571 2.9851 0.3 0.4 0.2 -1.641
C -0.7147 -0.8562 3.6232 -0.4 -0.1 0.0 -1.772
O 0.1572 -0.8895 1.3090 0.6 -0.9 1.1 0.181
H -0.9870 1.7802 2.9976 0.0 -0.4 -0.7 0.465
H -1.8321 0.8124 1.7067 0.8 0.3 0.2 0.280
H -0.2888 1.7226 1.3311 -0.4 -0.3 0.4 0.282
H 1.2734 1.0185 3.8500 -0.1 -0.1 0.0 0.435
H 2.0019 -0.4806 3.3023 -0.2 0.2 -0.2 0.388
H 1.8793 0.9517 2.2199 0.0 -0.3 0.0 0.347
H -1.6865 -1.2223 3.2696 0.2 0.0 0.1 0.361
H -0.1093 -1.6976 3.9735 -0.1 0.1 0.0 0.442
H -0.9034 -0.1956 4.4812 0.1 -0.1 -0.3 0.436

Entry 3:
63
Properties=species:S:1:pos:R:3:forces:R:3:lowdin_spin:R:1 method="wB97M-V/def2-TZVPD" homo_lumo_gap_ev="5.89 / 7.56" e_tot_ev=-72292.879 spin_multiplicity=6 homo_ha="-0.1933 / -0.2955"
P 0.0318 -1.3939 -3.6790 -0.2 -0.3 -0.8 0.001
P 0.1450 1.6619 -3.5715 0.1 0.5 -0.8 0.001
C -0.2667 -0.5048 -5.3034 0.1 -0.2 0.3 0.000
C 0.3445 0.8927 -5.2694 0.0 0.0 0.3 0.000
H -1.3566 -0.4754 -5.4628 0.3 0.1 0.0 0.000
H 0.1823 -1.1058 -6.1064 -0.3 0.1 0.1 0.000
H 1.4232 0.8733 -5.4936 -0.3 -0.1 0.0 0.000
H -0.1468 1.5459 -6.0036 0.3 0.0 0.1 0.000
C -1.5150 2.4182 -3.9139 0.1 0.0 0.2 0.001
H -1.7369 3.1582 -3.1322 -0.1 -0.2 -0.2 0.000
H -2.2969 1.6444 -3.9167 0.2 0.3 0.0 0.000
H -1.4793 2.9135 -4.8959 -0.2 -0.1 0.3 0.000
C 1.1929 3.1246 -3.9520 -0.2 0.1 0.2 0.000
H 0.8263 3.6005 -4.8668 0.2 0.1 0.1 0.000
H 2.2294 2.7963 -4.0932 -0.2 0.1 0.1 0.000
H 1.1419 3.8269 -3.1131 0.1 0.0 -0.2 0.000
C -1.0113 -2.8417 -4.1016 0.1 -0.2 0.1 0.000
H -0.8890 -3.6099 -3.3312 -0.1 0.0 -0.2 0.000
H -0.7052 -3.2318 -5.0755 -0.2 -0.2 0.0 0.000
H -2.0612 -2.5300 -4.1417 0.2 -0.1 0.0 0.000
C 1.6875 -2.0787 -4.1604 -0.1 -0.1 0.2 0.000
H 2.4503 -1.2859 -4.1590 -0.2 -0.3 0.0 0.000
H 1.6054 -2.5117 -5.1693 0.2 0.1 0.3 0.000
H 1.9729 -2.8599 -3.4420 0.1 0.2 -0.2 0.000
Mn 0.0213 -0.6135 2.3724 0.1 0.5 3.7 4.084
C 0.7041 1.2758 1.4460 -0.9 1.6 -0.7 0.123
C -0.6991 1.2270 1.4006 1.5 1.1 -0.2 0.068
C -1.5544 0.8214 0.2185 -0.5 -0.1 -0.7 0.023
C -1.8858 -0.6992 0.1195 -0.5 0.4 0.0 0.064
C -0.8351 -1.6072 0.6953 0.5 -1.1 -2.1 0.247
C 0.5698 -1.4667 0.5063 -1.4 -0.9 -0.3 0.059
C 1.2335 -0.4474 -0.3864 0.1 0.8 -0.5 0.017
C 1.6572 0.8577 0.3511 0.4 -0.6 -0.3 0.039
C 0.3677 -2.2990 3.3244 0.8 -0.9 0.3 -0.029
H 1.1664 1.8970 2.2309 -0.4 -0.6 -0.2 0.011
H -1.2402 1.7790 2.1873 0.5 -0.5 -0.2 0.005
H -1.1267 1.1698 -0.7344 0.2 -0.1 0.3 0.002
H -2.5108 1.3671 0.3040 0.3 -0.2 0.0 0.002
H -2.8344 -0.8801 0.6530 0.4 0.0 -0.1 0.003
H -2.1066 -0.9657 -0.9302 0.2 0.1 0.1 0.023
H -1.1783 -2.6009 1.0143 0.1 0.5 0.1 0.016
H 1.1776 -2.3495 0.7532 -0.3 0.5 0.0 0.013
H 0.5908 -0.1907 -1.2486 0.1 -0.2 0.5 0.000
H 2.1271 -0.9208 -0.8341 -0.3 0.2 0.2 0.003
H 2.6529 0.6922 0.7936 -0.4 0.0 0.0 0.003
H 1.8208 1.6664 -0.3804 -0.3 -0.1 0.1 0.012
H 1.1373 -2.1072 4.0747 0.1 -0.4 -0.1 0.016
H 0.6294 -3.0983 2.6301 0.1 -0.3 0.4 0.005
H -0.5719 -2.5148 3.8522 0.1 0.0 -0.2 0.005
C 1.3556 0.5963 5.8471 0.2 0.0 0.1 0.005
C -0.0940 0.3489 5.4315 -0.2 -0.1 0.2 0.016
C -0.6168 -0.8530 6.2280 0.0 -0.2 0.1 0.004
C -0.9555 1.5696 5.7485 -0.2 0.1 0.3 0.003
O -0.1614 0.1828 4.0650 -0.4 0.2 -0.9 0.150
H 1.4361 0.7134 6.9342 0.0 0.0 -0.1 0.000
H 1.7363 1.5002 5.3635 0.0 -0.1 0.0 0.000
H 1.9883 -0.2501 5.5487 -0.2 0.1 0.0 0.000
H -0.5657 -0.6143 7.2941 0.0 -0.1 0.0 0.001
H -1.6613 -1.0766 5.9879 0.1 0.0 -0.1 0.000
H -0.0097 -1.7519 6.0587 -0.2 0.2 0.0 0.000
H -0.5592 2.4370 5.2201 0.0 0.1 0.0 0.000
H -1.9782 1.3934 5.3916 0.2 0.0 0.1 0.000
H -0.9954 1.7849 6.8220 0.0 0.0 -0.1 0.001

Number 1: maximum force 1.507 eV/Å. Number 2: maximum force 2.006 eV/Å. Number 3: maximum force 3.771 eV/Å.